1.
The following is a quantum chemistry calculation of C3H7BBrNOSTb as an isolated structure, from the OMol25 dataset.

XYZ file:
```
16
Properties=species:S:1:pos:R:3:forces:R:3:mulliken_charge:R:1
H 1.712143 -1.718242 -0.925597 0.3 -0.3 0.1 0.339
H 1.528254 1.933187 0.206027 0.3 0.5 0.0 0.425
S -2.752283 -0.623714 0.896963 0.8 1.0 1.1 -0.399
H -0.480568 1.131787 1.309104 0.0 0.1 0.6 0.428
Br -1.640770 -0.494142 -2.201508 3.6 2.8 -1.5 -0.118
O 2.960163 0.196462 0.700130 3.0 0.3 1.5 0.053
B -1.489821 0.060143 -0.295295 0.3 0.3 1.1 0.969
C 1.066423 1.058336 -0.225958 -0.5 0.3 0.4 -0.613
Tb -3.452687 -1.799598 -1.204549 -5.0 -4.2 -0.3 1.105
N 1.752314 -1.448829 0.057455 -0.5 -0.4 -0.5 -0.378
C -0.413376 1.077691 0.237661 0.2 -1.1 -0.9 -0.658
H 1.166991 1.175429 -1.298878 0.1 -0.2 -0.5 0.419
H -2.082028 -0.669117 2.069292 0.1 0.3 0.0 0.324
C 1.926380 -0.094525 0.195748 -2.7 0.3 -1.3 0.479
H 0.980908 -1.823016 0.600061 0.3 -0.2 0.3 0.296
H -0.782045 2.038150 -0.120656 -0.3 0.4 -0.1 0.329
```
Positions in Å, forces in eV/Å.

The value obtained for the total energy is -110713.9505 eV. The total charge is +3. Its spin multiplicity is 7. The highest occupied orbital energy (alpha / beta) comes out at -20.84 / -22.02 eV. The molecular weight is 354.80 g/mol.

***

2.
The following is a quantum chemistry calculation of a 2-piece molecular cluster, C38H33F3N2O3S2Si overall, from the OMol25 dataset.

XYZ file:
```
82
Properties=species:S:1:pos:R:3:forces:R:3:mulliken_charge:R:1
H -1.033519 0.137898 -1.440706 -0.4 -0.2 -0.3 0.097
H -1.765327 -0.979095 0.581097 0.5 -0.3 -0.4 0.049
S -3.415613 -0.458149 5.053629 0.1 1.3 0.6 -0.035
S -2.148552 2.506754 4.031683 0.7 -1.8 0.0 1.238
H -4.259974 0.578581 0.232874 -0.8 -0.4 0.0 0.422
H 2.404316 -2.777985 -0.037703 -0.1 0.5 -0.1 0.347
O -0.772040 -1.205058 3.988669 -0.7 2.1 -0.8 -0.652
H 2.518658 1.319955 -2.887649 0.1 -0.3 0.2 0.396
C 2.485922 0.437132 -2.242237 0.1 -0.3 -0.1 -0.814
C -0.614963 0.834640 2.652902 -0.2 -0.4 -0.8 0.157
F -3.729397 0.589101 7.618622 -0.3 -0.3 -1.1 -0.210
H 0.544682 -0.603214 1.570265 -0.1 0.1 -0.1 0.692
C -0.625199 -5.247923 -2.741368 0.5 -0.3 -0.4 -0.298
C -4.740318 -1.470369 0.694353 -0.2 0.9 -1.3 0.033
C -6.115973 -0.045118 -0.752230 -0.4 -0.3 -0.1 -0.650
C -5.491591 -2.576770 0.235091 0.4 0.4 0.2 0.043
F -3.980945 1.947561 5.923181 -0.5 -1.2 0.9 -0.232
C 0.074421 0.373347 1.531714 0.2 0.4 0.5 -0.599
H -1.895226 -5.791900 -0.195803 0.4 -0.1 0.0 0.218
H -7.043085 -3.296858 -1.071558 -0.1 0.2 0.4 0.382
H 1.199012 -7.231316 -4.846202 -0.1 0.3 0.3 0.370
O -1.314847 3.122147 5.054844 -1.6 -1.0 -1.4 -0.622
C -1.130821 -0.047117 3.732221 -0.1 -1.4 1.0 0.298
H -0.363487 3.097648 -0.501946 0.0 -0.3 0.2 0.484
H -6.338177 0.945333 -1.166286 0.0 -0.4 0.2 0.371
H 4.242600 0.991656 -1.089592 -0.3 -0.3 -0.1 0.378
Si -0.157038 -2.685672 -1.556219 0.0 0.0 0.0 -0.412
C -1.474667 -1.721662 -2.466375 0.0 -0.1 -0.1 0.816
H -1.506277 -6.167421 1.484330 0.1 0.0 -0.1 0.463
C -2.547726 0.405244 -2.960945 0.3 -0.2 0.1 -0.815
C -6.542658 -2.419213 -0.657243 -0.5 0.3 -0.1 -0.824
H -2.653767 1.468236 -2.747408 0.0 -0.2 -0.1 0.443
H 2.288154 -3.482727 -2.995187 -0.3 -0.2 -0.2 0.262
C 1.471048 -0.513827 -2.432279 0.5 0.3 0.4 -0.522
H -1.971451 -3.345556 -3.798312 -0.3 0.3 0.1 0.357
C -3.273241 -0.191246 -3.997256 0.2 -0.2 0.2 -0.745
C 0.188624 1.202305 0.417723 0.5 0.5 -0.2 0.269
C -1.213064 2.077652 2.599011 0.2 0.9 -0.3 0.636
H 0.789864 -0.420324 -3.289784 0.1 0.1 0.6 0.466
H -3.658958 -2.024930 -5.072147 0.1 0.1 0.2 0.407
H 0.417925 -5.127101 -0.196085 0.3 -0.2 -0.1 0.396
H -3.682750 -1.376663 2.668500 -0.1 -0.4 0.3 -0.332
F -5.543247 0.446729 6.390415 1.7 0.0 0.0 -0.209
H 0.203166 -2.489218 0.851800 -0.3 -0.6 0.0 -0.150
C -4.999561 -0.229875 0.060720 0.0 0.0 0.1 0.070
H -5.231424 -3.571133 0.584326 -0.1 0.2 0.1 0.460
C 3.455069 0.245510 -1.246187 -0.1 -0.1 -0.1 -0.479
C -3.600103 -1.563827 1.616681 -0.3 -0.7 0.6 -1.507
H -1.609955 -5.216573 -2.265066 0.3 0.0 -0.2 0.745
C 1.343962 -1.581528 -1.522593 0.5 -0.2 -0.3 1.041
C 1.548302 -4.267015 -3.172368 -0.2 -0.4 -0.2 -0.498
H -1.002087 -7.167343 -3.645802 0.3 0.2 -0.1 0.401
H 2.832307 -5.372711 -4.517823 -0.3 0.0 0.2 0.406
H -7.868446 -1.010104 -1.622569 0.3 0.0 -0.1 0.375
C 0.953951 -6.389568 -4.192441 -0.1 0.2 0.2 -0.642
N -1.828554 -3.011700 0.790955 -0.9 2.6 1.0 0.929
C -1.162329 2.907925 1.490343 0.2 0.0 0.1 -0.982
C -0.180776 -4.677732 0.578784 0.4 0.6 0.5 -0.852
H -1.687955 3.865505 1.516981 0.2 -0.3 -0.2 0.434
H -3.940809 0.409114 -4.618932 0.1 -0.2 0.3 0.386
H 4.259578 -1.144150 0.222314 -0.4 0.2 -0.3 0.405
H 0.820858 0.892780 -0.427820 -0.5 0.1 0.5 -0.268
O -3.422116 3.008678 3.614322 0.6 -0.1 0.6 -0.558
C 1.866932 -5.344495 -4.009375 -0.2 -0.1 0.1 -0.735
C 2.392967 -1.844815 -0.618500 0.1 0.7 -0.1 -0.070
C -0.432500 2.460620 0.381865 -0.1 -0.2 0.3 -0.336
C -6.954097 -1.141672 -1.049969 0.9 0.3 0.0 -0.502
C -2.507473 -4.258195 1.144999 -0.5 -1.0 0.9 -0.134
C -0.466555 -3.179819 0.308420 0.2 -0.2 -1.1 0.907
C -1.518978 -5.371786 0.741392 -0.9 0.4 -0.4 -0.976
H -3.485192 -4.384351 0.630925 0.8 0.5 0.3 -0.143
C 3.444639 -0.926604 -0.479988 0.0 -0.2 0.0 -0.705
C -1.643060 -0.353140 -2.207789 -0.5 0.1 -0.2 0.244
C 0.287420 -4.192883 -2.556898 0.1 -0.4 -0.1 0.441
N -2.216472 0.610221 4.316823 -0.4 0.6 1.1 -0.046
H -2.723724 -4.318443 2.232269 0.2 0.4 -0.7 0.364
H 0.364246 -4.709385 1.514758 0.2 -0.3 0.2 0.585
C -2.181647 -2.309190 -3.528097 -0.2 0.5 0.1 -0.624
C -0.284552 -6.349181 -3.539033 -0.1 0.2 0.1 -1.083
C -3.104198 -1.552118 -4.262164 0.3 0.0 0.0 -0.621
C -4.192553 0.656879 6.352965 -0.1 1.1 -0.6 0.685
C -2.358829 -1.794835 1.028588 0.4 -1.9 -0.9 0.515
```
Positions in Å, forces in eV/Å.

The value obtained for the total energy is -86760.1287 eV. The total charge is 0. The highest occupied orbital energy comes out at -5.68 eV. The molecular weight is 714.91 g/mol.

***

3.
The following is a quantum chemistry calculation of CH5N5OS in the gas phase, from the OMol25 dataset.

XYZ file:
```
13
Properties=species:S:1:pos:R:3:forces:R:3:nbo_charge:R:1
H -3.181472 0.720098 -0.280461 0.9 -1.2 1.1 0.367
O 1.111794 1.801822 -0.444614 -1.9 1.1 0.1 -0.550
H -3.311206 -0.272328 1.129233 -0.4 0.7 -0.3 0.357
N -1.552768 -0.481028 0.395274 -1.5 -0.1 -0.3 -0.491
H -1.561056 -1.466249 0.638504 -0.8 0.5 0.0 0.379
H 3.852463 -0.098943 -0.633188 1.4 -1.6 -0.4 0.356
C -0.330875 -0.002787 0.087283 1.7 -1.8 0.0 0.226
N -2.721034 0.373267 0.606548 0.7 -0.8 -0.1 -0.633
N -0.041562 1.173974 -0.044710 -0.2 3.0 -0.3 -0.189
S 0.748919 -1.572114 -0.101481 -1.6 0.6 0.0 0.471
N 2.255463 -1.236544 -0.411759 4.2 0.7 -0.4 -0.314
H 1.851195 1.206692 -0.481629 1.2 -1.5 0.1 0.452
N 2.880139 -0.145860 -0.458999 -3.8 0.3 0.6 -0.432
```
Positions in Å, forces in eV/Å.

The value obtained for the total energy is -21445.4745 eV. The total charge is 0. The relative energy (zero: lowest compared OMol25 entry of this formula, charge and spin) is 15.6 kcal/mol. The highest occupied orbital energy comes out at -8.26 eV. The molecular weight is 135.15 g/mol.

***

4.
The following is a quantum chemistry calculation of an isolated ion of composition C5H8N and charge +1, from the OMol25 dataset.

XYZ file:
```
14
Properties=species:S:1:pos:R:3:forces:R:3:nbo_charge:R:1
N -1.252584 -0.446337 0.856974 -2.6 1.5 -1.3 -0.653
C 0.258404 -0.474202 -1.116648 -0.1 1.4 -1.1 -0.250
H 0.028635 2.236562 0.837359 -0.1 -0.7 -1.7 0.241
C -0.712758 0.328675 -0.242593 3.4 0.3 -1.8 0.020
C 1.273467 -0.989363 -0.166570 2.1 1.3 -0.3 -0.363
H 0.277136 2.328457 -1.036031 -1.2 -0.6 0.5 0.273
H 0.230725 -0.558107 -2.223118 0.1 0.2 1.0 0.262
C 0.958081 0.481267 -0.167095 -2.7 -1.2 -1.5 0.042
H 0.949264 -1.517485 0.685272 0.3 -1.2 0.9 0.176
H 2.344327 -1.132990 -0.536189 -1.7 -0.4 0.6 0.281
H -1.453835 0.040601 1.680660 0.7 1.2 2.3 0.439
H -2.214751 -0.685572 0.632305 -0.3 -0.6 -0.7 0.445
C 0.068641 1.666873 -0.164293 0.9 0.9 2.3 -0.345
H -0.754752 -1.278380 0.959966 1.2 -2.0 0.7 0.430
```
Positions in Å, forces in eV/Å.

The value obtained for the total energy is -6792.2209 eV. The total charge is +1. The relative energy (zero: lowest compared OMol25 entry of this formula, charge and spin) is 135.3 kcal/mol. The highest occupied orbital energy comes out at -13.73 eV. The molecular weight is 82.13 g/mol.

***

5.
The following is a quantum chemistry calculation of a 2-piece molecular cluster, C3H3N4O3 overall, from the OMol25 dataset.

XYZ file:
```
13
Properties=species:S:1:pos:R:3:forces:R:3:nbo_charge:R:1
C 1.615881 -0.895264 -0.438805 1.7 1.5 1.0 0.739
N 0.996295 1.193491 0.976501 0.3 -1.9 -1.4 -0.030
H 0.035874 1.978798 2.276840 -1.8 0.0 0.8 0.316
O 2.834855 -0.825617 -0.544722 0.6 -0.4 -0.5 -0.675
O 0.837103 -1.824072 -0.581283 -1.0 -1.6 -0.5 -0.712
H -2.371199 -1.785339 -0.206581 1.6 0.3 1.1 0.332
C 1.116799 0.437524 0.069624 -0.6 1.7 1.6 0.099
O -1.070121 1.938145 -1.543609 0.3 0.1 0.3 -0.579
N -1.562893 -1.176418 0.124140 -0.1 -2.7 -0.4 -0.703
N -1.603470 -0.252874 -0.886409 -0.2 1.1 -0.6 -0.403
H -0.543377 -1.670408 -0.105463 -2.0 0.6 0.6 0.427
C -1.238634 0.865593 -1.074329 -0.5 0.8 -1.1 0.801
N 0.952888 2.016438 1.934099 1.6 0.2 -0.8 -0.612
```
Positions in Å, forces in eV/Å.

The value obtained for the total energy is -15260.3371 eV. The total charge is -1. The relative energy (zero: lowest compared OMol25 entry of this formula, charge and spin) is 47.4 kcal/mol. The highest occupied orbital energy comes out at -4.75 eV. The molecular weight is 143.08 g/mol.